Computed, not measured: a molecular structure, C40H83Br2NNbO14S7, with ωB97M-V/def2-TZVPD.

Values from the calculation:
LUMO level in eV: 1.547
Total charge: -1
Energy in hartree: -10673.69764
Gap between HOMO and LUMO in eV: 6.38

CARTESIAN COORDINATES (ANGSTROEM)
C (-3.261, -2.421, 3.937)
C (-1.971, -1.511, 3.510)
O (-2.172, -0.629, 2.429)
Nb (-1.187, -0.911, 0.626)
C (-0.148, -1.254, -1.342)
C (0.568, -0.079, -2.115)
C (2.043, 0.339, -1.636)
C (3.117, -0.850, -1.583)
C (2.922, -2.012, -2.672)
O (4.283, -2.480, -3.039)
C (4.678, -3.548, -2.189)
C (5.546, -3.404, -0.863)
O (4.340, -4.711, -2.536)
C (-0.888, -3.181, 0.949)
O (0.525, -3.564, 1.073)
C (0.578, -4.867, 1.673)
C (1.648, -5.160, 2.848)
O (-0.169, -5.817, 1.302)
C (-1.483, 1.351, 0.339)
O (-2.878, 1.787, 0.627)
C (-2.923, 2.519, 1.839)
C (-2.182, 3.836, 2.149)
C (-2.290, 4.559, 3.541)
C (-3.172, 3.952, 4.655)
C (-3.975, 2.653, 4.366)
C (-3.844, 1.963, 2.989)
C (0.885, -0.393, 1.459)
C (1.165, -0.693, 2.967)
O (1.545, -1.857, 3.335)
N (1.088, 0.295, 4.097)
C (2.532, 0.713, 4.271)
C (0.284, 1.492, 3.726)
C (-3.224, -1.462, -0.275)
Br (-4.383, -2.843, 0.635)
C (-3.808, -0.964, -1.467)
C (-5.272, -1.453, -1.975)
Br (-2.893, 0.321, -2.622)
H (-3.309, -2.475, 5.082)
H (-3.192, -3.493, 3.561)
H (-4.189, -1.851, 3.599)
H (-1.808, -0.850, 4.453)
H (-1.082, -2.219, 3.508)
H (-0.923, -1.733, -2.060)
H (0.631, -2.096, -1.170)
H (0.729, -0.469, -3.200)
H (-0.016, 0.890, -2.277)
H (2.087, 0.926, -0.662)
H (2.430, 1.071, -2.449)
H (4.142, -0.367, -1.816)
H (3.240, -1.353, -0.568)
H (2.441, -1.688, -3.650)
H (2.405, -2.883, -2.149)
H (6.676, -3.555, -1.040)
H (5.254, -4.235, -0.119)
H (5.422, -2.415, -0.308)
H (-1.243, -3.648, -0.055)
H (-1.575, -3.624, 1.743)
H (1.763, -6.294, 2.980)
H (1.234, -4.746, 3.827)
H (2.670, -4.700, 2.609)
H (-0.766, 1.846, 1.096)
H (-1.227, 1.769, -0.681)
H (-1.493, 4.306, 1.379)
H (-1.700, 5.519, 3.752)
H (-3.237, 4.447, 5.678)
H (-4.659, 2.184, 5.148)
H (-4.428, 0.997, 2.774)
H (1.634, -0.985, 0.825)
H (1.113, 0.729, 1.282)
H (3.161, -0.193, 4.583)
H (2.621, 1.484, 5.127)
H (2.986, 1.135, 3.307)
H (0.765, 2.082, 2.859)
H (0.285, 2.219, 4.623)
H (-0.793, 1.278, 3.423)
H (-5.242, -2.535, -2.372)
H (-6.049, -1.308, -1.148)
H (-5.585, -0.793, -2.859)
C (-7.749, 6.244, 1.446)
S (-7.341, 4.672, 2.238)
O (-6.398, 4.962, 3.356)
C (-6.365, 4.022, 0.868)
H (-8.334, 6.841, 2.147)
H (-6.834, 6.780, 1.189)
H (-8.341, 6.056, 0.548)
H (-5.536, 4.697, 0.648)
H (-7.000, 3.907, -0.013)
H (-5.970, 3.047, 1.157)
C (-8.160, 1.961, -4.153)
S (-9.287, 1.792, -2.754)
O (-8.683, 2.530, -1.605)
C (-8.985, 0.035, -2.481)
H (-8.156, 3.003, -4.469)
H (-7.151, 1.669, -3.855)
H (-8.505, 1.336, -4.976)
H (-7.924, -0.134, -2.288)
H (-9.301, -0.530, -3.360)
H (-9.565, -0.290, -1.616)
C (8.509, 0.170, 2.076)
S (7.744, -0.086, 0.462)
O (6.298, -0.400, 0.695)
C (8.587, -1.643, 0.104)
H (8.098, 1.080, 2.513)
H (8.292, -0.673, 2.728)
H (9.588, 0.282, 1.955)
H (8.365, -2.375, 0.882)
H (9.663, -1.469, 0.047)
H (8.230, -2.015, -0.857)
C (9.495, 3.857, -2.470)
S (9.325, 2.065, -2.327)
O (9.801, 1.678, -0.964)
C (10.642, 1.660, -3.495)
H (8.784, 4.326, -1.789)
H (10.509, 4.158, -2.200)
H (9.271, 4.163, -3.493)
H (11.584, 2.100, -3.161)
H (10.381, 2.039, -4.485)
H (10.744, 0.575, -3.538)
C (9.137, -0.534, 7.255)
S (8.865, -1.525, 5.770)
O (9.137, -0.647, 4.590)
C (7.073, -1.646, 5.952)
H (10.201, -0.302, 7.325)
H (8.567, 0.395, 7.193)
H (8.833, -1.104, 8.134)
H (6.632, -0.648, 5.972)
H (6.836, -2.180, 6.874)
H (6.676, -2.201, 5.101)
C (0.642, -6.733, -3.861)
S (0.426, -5.173, -4.743)
O (-0.786, -5.312, -5.609)
C (1.875, -5.358, -5.804)
H (-0.184, -6.850, -3.159)
H (0.638, -7.565, -4.568)
H (1.584, -6.712, -3.310)
H (1.794, -6.276, -6.389)
H (2.776, -5.383, -5.188)
H (1.921, -4.501, -6.478)
C (-11.977, 4.030, -6.610)
S (-10.241, 4.116, -7.101)
O (-9.554, 2.921, -6.524)
C (-9.824, 5.533, -6.063)
H (-12.436, 3.179, -7.114)
H (-12.052, 3.895, -5.529)
H (-12.486, 4.947, -6.911)
H (-10.035, 5.304, -5.017)
H (-10.404, 6.401, -6.382)
H (-8.760, 5.746, -6.180)

Computed, not measured: 12 unconnected molecules or ions with the total composition C40H84ClN13O13, with ωB97M-V/def2-TZVPD.

Values from the calculation:
LUMO level in eV: 0.247
Total charge: 0
Energy in hartree: -3724.83192
Gap between HOMO and LUMO in eV: 9.26
Structure (SMILES): CC(=O)OC[C@@](Cl)(C#N)CC#N.CNC(C)=O.CNC(C)=O.CNC(C)=O.CNC(C)=O.CNC(C)=O.CNC(C)=O.CNC(C)=O.CNC(C)=O.CNC(C)=O.CNC(C)=O.CNC(C)=O

CARTESIAN COORDINATES (ANGSTROEM)
C (5.833, -3.184, 1.590)
C (4.708, -4.168, 1.478)
O (4.792, -5.321, 1.819)
O (3.553, -3.643, 0.966)
C (2.835, -4.493, 0.083)
C (1.312, -4.494, 0.404)
Cl (0.370, -4.403, -1.105)
C (0.994, -5.799, 1.018)
N (0.775, -6.808, 1.518)
C (0.860, -3.412, 1.401)
C (0.969, -2.074, 0.815)
N (1.021, -0.974, 0.491)
H (6.672, -3.582, 1.028)
H (6.115, -3.078, 2.637)
H (5.540, -2.215, 1.195)
H (3.196, -5.517, 0.133)
H (2.978, -4.140, -0.941)
H (-0.182, -3.583, 1.644)
H (1.459, -3.489, 2.306)
C (-3.661, -3.602, 1.485)
C (-2.973, -2.295, 1.792)
O (-1.778, -2.233, 2.055)
N (-3.727, -1.171, 1.768)
C (-5.145, -1.050, 1.487)
H (-2.929, -4.403, 1.540)
H (-4.451, -3.794, 2.214)
H (-4.084, -3.586, 0.480)
H (-3.208, -0.333, 1.974)
H (-5.305, -0.410, 0.618)
H (-5.664, -0.613, 2.341)
H (-5.576, -2.025, 1.287)
C (1.749, 2.050, -0.532)
C (2.425, 3.397, -0.517)
O (3.635, 3.527, -0.379)
N (1.633, 4.494, -0.667)
C (0.191, 4.549, -0.845)
H (2.495, 1.276, -0.394)
H (1.018, 1.968, 0.270)
H (1.244, 1.886, -1.486)
H (2.144, 5.362, -0.645)
H (-0.062, 5.040, -1.784)
H (-0.264, 5.115, -0.030)
H (-0.236, 3.553, -0.852)
C (8.334, -3.854, -2.985)
C (7.206, -4.104, -2.013)
O (6.708, -3.207, -1.348)
N (6.741, -5.377, -1.908)
C (7.182, -6.559, -2.623)
H (8.583, -2.798, -2.948)
H (9.216, -4.436, -2.717)
H (8.032, -4.111, -4.001)
H (5.993, -5.482, -1.239)
H (6.357, -6.984, -3.196)
H (7.542, -7.314, -1.923)
H (7.986, -6.310, -3.308)
C (4.626, -2.927, -3.791)
C (3.374, -3.221, -4.582)
O (2.666, -4.192, -4.336)
N (3.054, -2.344, -5.561)
C (3.809, -1.163, -5.949)
H (4.749, -3.698, -3.038)
H (5.504, -2.920, -4.439)
H (4.548, -1.961, -3.292)
H (2.193, -2.557, -6.040)
H (3.201, -0.270, -5.806)
H (4.088, -1.231, -7.003)
H (4.702, -1.065, -5.353)
C (-0.157, -5.682, -4.491)
C (-1.497, -5.121, -4.080)
O (-1.600, -4.234, -3.247)
N (-2.609, -5.632, -4.677)
C (-2.684, -6.675, -5.678)
H (0.622, -5.176, -3.934)
H (-0.104, -6.752, -4.284)
H (0.022, -5.515, -5.554)
H (-3.468, -5.212, -4.359)
H (-3.153, -6.298, -6.590)
H (-3.276, -7.516, -5.312)
H (-1.691, -7.034, -5.924)
C (-2.690, 6.852, -4.345)
C (-2.765, 6.761, -2.836)
O (-2.635, 5.694, -2.251)
N (-2.978, 7.907, -2.146)
C (-3.146, 9.248, -2.664)
H (-2.516, 5.855, -4.738)
H (-3.624, 7.236, -4.757)
H (-1.872, 7.503, -4.655)
H (-3.033, 7.793, -1.143)
H (-2.377, 9.910, -2.262)
H (-4.118, 9.646, -2.370)
H (-3.077, 9.253, -3.747)
C (5.651, 2.794, -5.840)
C (5.338, 2.153, -4.506)
O (5.269, 0.940, -4.376)
N (5.139, 2.977, -3.450)
C (5.182, 4.424, -3.422)
H (5.784, 2.005, -6.574)
H (4.834, 3.441, -6.160)
H (6.568, 3.381, -5.783)
H (4.944, 2.493, -2.585)
H (5.950, 4.765, -2.727)
H (4.222, 4.826, -3.096)
H (5.405, 4.818, -4.409)
C (-5.137, -7.078, 4.174)
C (-4.878, -5.633, 4.530)
O (-5.683, -4.747, 4.271)
N (-3.710, -5.343, 5.149)
C (-2.638, -6.252, 5.525)
H (-6.104, -7.139, 3.686)
H (-4.371, -7.452, 3.494)
H (-5.151, -7.701, 5.069)
H (-3.598, -4.364, 5.358)
H (-2.478, -6.220, 6.601)
H (-1.715, -5.962, 5.018)
H (-2.883, -7.270, 5.248)
C (-2.868, 10.625, 2.166)
C (-2.602, 9.461, 1.243)
O (-3.468, 9.024, 0.493)
N (-1.367, 8.908, 1.268)
C (-0.228, 9.288, 2.083)
H (-3.896, 10.945, 2.024)
H (-2.732, 10.332, 3.207)
H (-2.203, 11.459, 1.942)
H (-1.254, 8.132, 0.633)
H (0.613, 9.572, 1.450)
H (0.082, 8.453, 2.713)
H (-0.480, 10.128, 2.721)
C (-7.607, 12.436, 0.889)
C (-8.445, 11.229, 1.250)
O (-9.488, 11.333, 1.873)
N (-7.985, 10.014, 0.853)
C (-6.773, 9.706, 0.113)
H (-8.105, 13.320, 1.274)
H (-6.613, 12.367, 1.333)
H (-7.506, 12.529, -0.193)
H (-8.584, 9.250, 1.122)
H (-7.027, 9.208, -0.825)
H (-6.133, 9.042, 0.692)
H (-6.215, 10.608, -0.112)
C (-1.833, -6.436, 10.472)
C (-1.566, -7.425, 9.361)
O (-2.394, -7.664, 8.496)
N (-0.358, -8.046, 9.354)
C (0.740, -7.890, 10.288)
H (-2.831, -6.033, 10.334)
H (-1.780, -6.923, 11.446)
H (-1.113, -5.618, 10.445)
H (-0.242, -8.692, 8.588)
H (1.634, -7.541, 9.769)
H (0.971, -8.843, 10.767)
H (0.484, -7.170, 11.057)

Computed, not measured: 8 unconnected molecules or ions with the total composition C40H84N4O12, with ωB97M-V/def2-TZVPD.

Values from the calculation:
LUMO level in eV: -0.137
Total charge: 0
Energy in hartree: -2696.20451
Relative energy (zero: lowest compared OMol25 entry of this formula, charge and spin) in kcal per mole: 59.7
Gap between HOMO and LUMO in eV: 5.64

CARTESIAN COORDINATES (ANGSTROEM)
C (-0.629, 2.150, 2.965)
C (0.142, 3.399, 3.139)
C (-0.400, 4.503, 3.985)
N (0.669, 5.663, 4.103)
C (0.057, 6.731, 5.113)
C (-1.112, 7.531, 4.502)
C (-0.770, 8.103, 3.121)
C (-0.181, 7.035, 2.150)
C (1.038, 6.326, 2.785)
C (2.007, 5.164, 4.807)
H (-0.254, 1.523, 2.156)
H (-1.551, 2.480, 2.485)
H (-0.785, 1.594, 3.890)
H (0.327, 3.836, 2.157)
H (1.090, 3.096, 3.583)
H (-0.580, 4.098, 4.981)
H (-1.237, 5.003, 3.497)
H (-0.172, 6.381, 6.120)
H (0.909, 7.393, 5.270)
H (-2.084, 7.046, 4.588)
H (-1.202, 8.394, 5.162)
H (-1.544, 8.788, 2.775)
H (0.127, 8.672, 3.367)
H (-1.014, 6.386, 1.878)
H (-0.008, 7.351, 1.121)
H (1.455, 5.577, 2.112)
H (1.804, 7.074, 2.991)
H (1.740, 4.620, 5.713)
H (2.661, 6.004, 5.043)
H (2.526, 4.507, 4.110)
C (-1.537, 6.654, -4.610)
C (-0.880, 5.311, -4.141)
C (-1.166, 5.150, -2.657)
N (-0.717, 3.733, -2.118)
C (-0.708, 3.941, -0.590)
C (-2.154, 4.175, 0.015)
C (-3.071, 3.105, -0.356)
C (-3.055, 2.726, -1.852)
C (-1.657, 2.496, -2.469)
C (0.717, 3.426, -2.565)
H (-1.237, 6.909, -5.627)
H (-1.165, 7.395, -3.903)
H (-2.619, 6.524, -4.612)
H (0.192, 5.459, -4.272)
H (-1.294, 4.432, -4.633)
H (-2.240, 5.195, -2.474)
H (-0.716, 5.933, -2.046)
H (0.095, 4.671, -0.484)
H (-0.279, 2.982, -0.298)
H (-2.358, 5.188, -0.332)
H (-2.154, 4.154, 1.104)
H (-4.052, 3.549, -0.184)
H (-2.764, 2.214, 0.191)
H (-3.576, 3.561, -2.322)
H (-3.777, 1.933, -2.047)
H (-1.695, 2.409, -3.555)
H (-1.125, 1.671, -1.996)
H (0.751, 3.142, -3.617)
H (0.949, 2.495, -2.048)
H (1.521, 4.136, -2.376)
C (-0.936, -5.915, -2.670)
C (-0.048, -4.697, -2.371)
C (0.711, -4.279, -3.653)
N (1.466, -2.902, -3.576)
C (2.235, -2.747, -4.967)
C (2.840, -1.310, -5.168)
C (1.678, -0.317, -5.204)
C (0.928, -0.380, -3.853)
C (0.433, -1.743, -3.497)
C (2.521, -2.836, -2.458)
H (-1.436, -6.270, -1.768)
H (-0.169, -6.638, -2.946)
H (-1.657, -5.877, -3.486)
H (0.574, -4.926, -1.506)
H (-0.701, -3.872, -2.088)
H (0.043, -4.322, -4.514)
H (1.532, -4.981, -3.801)
H (1.454, -2.900, -5.712)
H (2.912, -3.600, -5.020)
H (3.414, -1.234, -6.091)
H (3.610, -1.149, -4.413)
H (0.939, -0.378, -6.003)
H (2.133, 0.673, -5.248)
H (0.153, 0.377, -3.737)
H (1.624, -0.148, -3.047)
H (-0.333, -2.042, -4.213)
H (-0.029, -1.864, -2.517)
H (1.977, -3.076, -1.545)
H (3.048, -1.883, -2.421)
H (3.318, -3.542, -2.693)
C (0.855, -10.168, 1.717)
C (0.748, -8.618, 1.554)
C (-0.275, -8.016, 2.487)
N (-0.386, -6.407, 2.542)
C (-1.692, -6.127, 3.415)
C (-1.883, -4.599, 3.501)
C (-2.101, -3.937, 2.171)
C (-0.935, -4.342, 1.242)
C (-0.621, -5.795, 1.178)
C (0.875, -5.764, 3.288)
H (0.050, -10.703, 1.214)
H (0.978, -10.471, 2.757)
H (1.755, -10.653, 1.337)
H (0.409, -8.399, 0.542)
H (1.741, -8.203, 1.729)
H (-0.187, -8.309, 3.533)
H (-1.285, -8.283, 2.179)
H (-2.448, -6.556, 2.757)
H (-1.494, -6.615, 4.369)
H (-2.788, -4.541, 4.106)
H (-1.059, -4.214, 4.102)
H (-3.050, -4.286, 1.765)
H (-2.191, -2.864, 2.336)
H (-1.116, -3.995, 0.225)
H (-0.060, -3.825, 1.637)
H (-1.443, -6.371, 0.753)
H (0.265, -5.998, 0.575)
H (0.921, -4.677, 3.228)
H (1.794, -6.152, 2.849)
H (0.869, -6.185, 4.294)
O (2.699, 2.395, 1.414)
C (3.122, 3.609, 1.110)
O (4.020, 4.136, 1.736)
O (2.593, 4.119, 0.117)
H (2.156, 2.210, 0.644)
O (-1.117, -0.171, 0.193)
C (0.216, -0.254, -0.045)
O (0.656, -1.410, 0.186)
O (0.946, 0.714, -0.262)
H (-1.097, -1.123, 0.318)
O (3.783, -2.317, 0.099)
C (4.098, -3.567, 0.464)
O (3.115, -4.258, 0.687)
O (5.228, -4.006, 0.405)
H (2.877, -2.267, 0.412)
O (-2.698, -0.874, -2.066)
C (-3.077, -2.106, -2.106)
O (-3.508, -2.508, -0.996)
O (-2.941, -2.690, -3.190)
H (-2.810, -0.880, -1.113)